(1)
Computed, not measured: a structure of composition C9H24MgO7S4 at a distorted geometry, with wB97M-V/def2-TZVPD.

```
45
Properties=species:S:1:pos:R:3:forces:R:3
Mg 0.143827 -1.474453 0.300428 0.4 -1.0 -0.5
C -0.619311 -3.362100 -0.469439 3.0 7.1 3.5
O 0.353609 -2.898501 -1.059386 6.6 -2.2 -11.2
O -1.445368 -2.444326 -0.327430 -14.8 5.4 -6.4
O -0.266211 -3.321235 0.691770 4.6 -10.7 14.1
C -1.518271 2.596107 0.592773 1.1 0.3 0.0
S -1.070738 1.454900 -0.761930 -1.6 -1.7 1.0
O -0.534823 0.251826 -0.017496 -1.1 2.9 -0.8
C -2.833191 0.974457 -1.136755 0.3 0.5 -0.2
H -0.552790 3.014067 0.877838 0.1 0.1 0.0
H -1.869113 2.086313 1.490055 -0.4 -0.3 -0.5
H -2.130228 3.445030 0.287898 -0.2 -0.3 -0.2
H -3.335727 0.700914 -0.209001 0.3 -0.1 0.0
H -2.905952 0.157097 -1.854200 0.5 -0.1 0.2
H -3.351189 1.830254 -1.569631 0.1 0.2 0.0
C 2.275595 -0.041230 -4.433785 0.6 0.4 -0.7
S 0.724453 0.038076 -3.457931 1.7 -1.3 1.2
O 1.267261 -0.098860 -2.026336 -0.8 0.7 -1.8
C 0.094930 -1.605313 -3.910925 -0.8 1.0 0.1
H 3.085232 -0.550467 -3.911046 -0.5 -0.3 0.6
H 2.691523 0.949770 -4.615505 -0.4 0.3 0.1
H 2.230126 -0.513082 -5.415302 -0.6 -0.1 0.0
H 0.925043 -2.311251 -3.885075 -0.5 -0.2 0.0
H -0.505783 -1.503052 -4.814693 0.8 0.0 -0.8
H -0.738552 -1.796112 -3.234910 0.7 -0.4 0.9
C 2.295017 0.982518 2.416181 0.5 0.3 -0.6
S 3.070400 0.083150 0.942778 -2.5 -0.7 0.8
O 1.960064 -0.857787 0.498001 2.9 1.1 0.2
C 3.185265 1.432280 -0.261154 -1.3 -0.5 0.9
H 2.300138 0.310088 3.274036 0.2 -0.1 -0.2
H 1.262438 1.295495 2.261505 0.1 -0.4 -0.6
H 2.849780 1.895310 2.633348 0.4 -0.1 0.0
H 3.788262 2.183484 0.248926 0.5 -0.1 -0.7
H 2.182097 1.825420 -0.426028 0.0 0.0 0.0
H 3.470909 0.921166 -1.180555 0.6 0.5 0.1
C -2.457462 -1.588038 2.715412 -1.3 -0.5 -0.4
S -0.824622 -1.221368 3.348265 1.0 1.4 -0.9
O 0.125494 -0.853852 2.189996 -1.5 -0.6 2.4
C -1.129734 0.497379 4.058233 -0.4 0.1 -0.7
H -3.172359 -1.571095 3.538056 0.1 0.4 0.3
H -2.578653 -2.587952 2.298781 1.2 -0.4 0.3
H -2.869043 -1.061516 1.854323 0.6 1.0 0.2
H -1.938924 0.533541 4.787625 0.0 -0.3 -0.1
H -1.349726 1.148214 3.211997 -0.6 -0.4 -0.2
H -0.283693 1.054737 4.460290 0.6 -1.1 0.4
```
Forces are in eV/Å.

Values from the calculation:
* 2S+1: 1
* LUMO level: 0.0 eV
* Kohn-Sham gap: 4.513 eV
* ΔE to the lowest compared entry with this formula, charge and spin: 1.9123 eV
* maximum force: 18.32 eV/A
* charge: 0

=====

(2)
Computed, not measured: a cluster of 2 separate species, C9H24N3O in total at a distorted geometry, with wB97M-V/def2-TZVPD.

```
37
Properties=species:S:1:pos:R:3:forces:R:3
C 2.477713 -3.046899 -1.331692 2.7 -0.8 -1.1
C 0.623573 -0.649006 1.377178 -4.0 0.0 -0.2
C -0.554443 1.410104 0.817779 3.3 1.4 -2.0
C 1.534754 2.613745 -1.183564 1.0 -0.5 0.7
C 1.360703 0.992448 -3.008345 -1.1 -1.8 -2.8
C -2.626265 -0.168383 3.373148 1.4 0.4 -0.4
C -3.882890 0.097218 1.247298 -2.5 -1.9 -1.6
C 2.248846 -1.647242 -1.887042 -0.5 0.5 -0.1
C 1.001071 0.283480 -0.744926 0.3 -4.3 -2.7
N 0.518763 0.411170 0.439507 -0.9 2.6 -0.1
N 1.217330 1.218598 -1.662146 0.4 2.2 3.7
N -2.846521 -0.609273 1.968405 -1.2 -1.6 1.5
O 1.145743 -1.142493 -1.098323 -1.0 3.9 1.0
H 1.743571 -3.775257 -1.595343 -0.9 -0.1 -0.6
H 3.477327 -3.567806 -1.697548 -1.8 1.5 0.8
H 2.456412 -3.029901 -0.258879 0.4 0.2 0.6
H -0.401870 -1.120277 1.488862 1.2 0.2 -0.1
H 1.321046 -1.265293 1.003624 2.3 -2.6 -0.5
H 0.866757 -0.203401 2.260813 0.9 0.8 2.7
H -0.288120 2.002495 1.655250 0.3 -0.1 1.3
H -0.725395 2.170470 0.058152 -0.1 -0.5 -0.4
H -1.315279 0.758727 0.915710 -3.2 -1.5 0.9
H 2.104257 2.560673 -0.216622 -1.2 0.0 -0.5
H 2.247357 3.170649 -1.793411 0.0 -0.7 -0.7
H 0.647382 3.224546 -1.201778 -0.3 0.1 0.5
H 1.115966 1.800514 -3.625642 -0.8 1.9 -0.3
H 2.366210 0.844760 -3.292990 1.2 -1.0 -0.3
H 0.633097 0.246896 -3.383582 0.9 -0.2 0.3
H -2.123109 0.857826 3.362493 -0.5 -1.3 0.1
H -3.550336 -0.050110 3.988174 0.6 -0.4 -0.4
H -1.880604 -0.955970 3.742136 -1.2 1.4 0.2
H -4.956385 0.170771 1.699754 2.0 0.3 -0.1
H -3.535909 1.030938 0.841433 0.0 0.6 0.2
H -4.120207 -0.568725 0.336115 0.5 1.1 1.0
H 1.892359 -1.581927 -2.918438 0.4 -0.6 0.0
H 3.026535 -0.888746 -1.768129 0.6 -0.7 0.0
H -3.219440 -1.595320 2.092569 0.8 1.5 -0.5
```
Forces are in eV/Å.

Values from the calculation:
* 2S+1: 1
* LUMO level: -2.5 eV
* Kohn-Sham gap: 9.592 eV
* ΔE to the lowest compared entry with this formula, charge and spin: 2.4585 eV
* maximum force: 5.10 eV/A
* charge: +1

=====

(3)
Computed, not measured: a structure of composition C9H24N5O2S3SbW, with wB97M-V/def2-TZVPD.

```
45
Properties=species:S:1:pos:R:3:forces:R:3
W 0.022428 -0.424570 -0.257179 -0.2 0.5 -0.6
N -0.092250 -1.405706 1.731708 -0.1 0.0 0.1
C -0.857507 -0.706287 2.801017 0.1 -0.1 0.0
C -2.004228 0.008410 2.140859 -0.1 0.1 -0.1
N -1.476527 0.838387 1.000731 0.0 -0.1 0.0
C -0.812689 2.070186 1.586650 -0.1 0.0 0.0
C 0.473339 2.417666 0.886821 0.1 0.0 0.0
N 1.238529 1.151735 0.761280 -0.2 0.1 0.0
C -2.647437 1.270864 0.164596 0.0 0.0 0.1
C -2.141201 1.836373 -1.128596 0.0 0.0 -0.1
N -1.236276 0.808278 -1.734709 -0.1 0.0 0.2
H -0.527006 -2.315516 1.535550 0.0 0.0 0.1
H 0.845278 -1.640792 2.054448 0.0 0.0 0.0
H -0.181711 -0.023538 3.314414 0.0 0.0 0.0
H -1.217361 -1.414274 3.547102 0.0 0.0 0.0
H -2.546366 0.644864 2.843099 0.0 0.0 0.0
H -2.715393 -0.708661 1.733362 0.0 0.0 0.0
H -0.606977 1.872069 2.636793 0.0 0.0 0.0
H -1.510930 2.906805 1.561561 0.0 0.0 0.0
H 1.023516 3.170767 1.451926 0.0 0.0 0.0
H 0.317566 2.811222 -0.115888 0.0 0.0 0.0
H 1.530016 0.837468 1.687388 0.0 0.0 0.0
H 2.112852 1.310312 0.265277 0.0 0.0 0.0
H -3.247513 1.996942 0.715106 0.0 0.0 0.0
H -3.273693 0.401158 -0.019370 0.0 0.0 0.0
H -1.580109 2.756968 -0.987144 0.0 0.0 0.0
H -2.968232 2.065723 -1.800883 0.0 0.0 0.0
H -0.751982 1.237993 -2.518200 0.0 0.0 0.0
H -1.832167 0.088934 -2.147992 0.0 0.0 -0.1
N 1.368858 0.300409 -2.036993 0.1 -0.2 0.1
C 2.827132 -0.075610 -2.058432 0.0 0.1 0.0
C 3.021315 -1.577982 -2.009496 -0.1 -0.1 0.0
C 2.352224 -2.177360 -0.811361 -0.2 0.6 0.3
O 2.269939 -3.363755 -0.582213 0.1 -0.2 -0.1
O 1.795523 -1.261600 -0.002181 0.4 -0.8 0.0
H 0.947400 -0.079035 -2.885569 0.0 0.0 0.0
H 1.330432 1.312780 -2.148497 0.0 0.0 0.0
H 3.307029 0.395099 -1.202915 0.1 0.0 0.0
H 3.282292 0.336926 -2.957869 0.0 0.0 0.0
H 4.085369 -1.828070 -1.998857 0.0 0.0 0.0
H 2.618344 -2.076946 -2.897457 0.0 0.0 0.0
S -0.575461 -4.773635 1.098016 -0.1 0.0 0.1
Sb 0.434469 -4.922963 -0.798990 0.1 -0.1 0.0
S -1.951255 -1.806207 -0.573496 0.0 -0.1 0.1
S -0.449581 -2.265829 -1.843418 -0.1 0.2 0.0
```
Forces are in eV/Å.

Values from the calculation:
* 2S+1: 2
* LUMO level (alpha / beta): -10.3 / -11.1 eV
* Kohn-Sham gap (alpha / beta): 7.906 / 7.072 eV
* ΔE to the lowest compared entry with this formula, charge and spin: 0.0000 eV
* maximum force: 0.88 eV/A
* charge: +3

=====

(4)
Computed, not measured: a structure of composition C9H24O9S3Sn at a distorted geometry, with wB97M-V/def2-TZVPD.

```
46
Properties=species:S:1:pos:R:3:forces:R:3
Sn -1.614986 0.717769 1.302246 1.7 -1.0 -0.5
O -1.267204 1.634930 -1.350082 -0.2 -0.3 1.3
S -1.241400 2.114205 -2.718922 0.2 -0.7 -3.0
O -0.291061 3.076350 -3.157340 0.1 0.8 1.2
O -0.986541 0.844457 -3.644830 -0.5 -0.1 1.4
C -0.259427 1.030693 -4.898419 -0.2 0.8 -1.0
C -0.729317 -0.061476 -5.838302 0.2 -1.1 1.7
C -2.882732 2.547825 -3.298893 1.2 -1.3 0.3
H 0.800444 1.001120 -4.659145 0.0 -0.2 -0.1
H -0.476495 2.025838 -5.289008 0.0 0.0 0.1
H -0.385456 -0.961549 -5.315620 0.2 -0.3 -0.7
H -0.340372 -0.027717 -6.849012 0.1 0.2 0.0
H -1.809592 -0.202390 -5.805646 -0.1 0.6 -0.4
H -3.439917 1.627753 -3.121392 -0.5 0.4 0.5
H -2.737406 2.532332 -4.377976 -0.1 0.8 0.0
H -3.197651 3.471259 -2.829370 -0.3 0.0 -0.2
O 0.818802 -0.041732 2.109043 -1.7 0.1 -0.6
S 1.621964 1.162248 2.206038 0.6 1.4 0.8
O 2.853656 1.272435 1.527797 0.1 -0.3 0.0
O 0.625296 2.307654 1.633529 -0.6 -1.4 0.0
C 1.129350 3.656950 1.469417 0.0 1.9 -0.6
C 0.512549 4.264275 0.211566 -0.7 -0.6 0.9
C 1.728842 1.652069 3.918014 -0.3 -0.8 -0.3
H 2.212064 3.682636 1.355956 0.0 -0.5 0.3
H 0.828454 4.235398 2.342490 0.1 -0.2 0.1
H 0.581984 5.349825 0.199340 0.7 0.0 -0.1
H -0.571716 4.130997 0.302812 0.0 -0.3 -0.4
H 0.924646 3.760342 -0.657399 -0.2 0.3 -0.3
H 0.724869 1.598069 4.337393 -0.1 0.4 -0.2
H 2.172868 2.641890 3.950120 0.1 -0.1 0.2
H 2.272696 0.879136 4.460819 0.5 0.2 -0.2
O -1.144014 -3.272963 3.811836 -0.2 0.1 0.2
S -1.171908 -3.207907 2.393100 0.6 -1.1 0.3
O -1.836035 -2.051754 1.811304 0.3 1.4 -0.9
O 0.304139 -3.254492 1.850080 -0.6 0.8 -0.3
C 1.153520 -4.323198 2.361034 -0.1 -1.3 -0.2
C 2.611264 -4.099548 2.021583 -0.4 -0.1 1.0
C -1.905294 -4.706341 1.775441 -0.6 0.3 0.3
H 0.786454 -5.258059 1.927981 0.1 0.1 -0.3
H 0.998105 -4.450514 3.432226 0.1 0.4 0.1
H 2.995997 -3.432222 2.792127 0.4 0.3 -0.4
H 2.826451 -3.776023 1.008770 -0.2 0.1 0.0
H 3.078818 -5.069617 2.197207 0.2 0.1 -0.1
H -1.811535 -4.901039 0.710924 0.5 0.2 0.0
H -2.974669 -4.636362 1.979843 0.0 0.1 0.2
H -1.488513 -5.483574 2.411307 0.0 -0.2 -0.2
```
Forces are in eV/Å.

Values from the calculation:
* 2S+1: 1
* LUMO level: -9.2 eV
* Kohn-Sham gap: 7.171 eV
* ΔE to the lowest compared entry with this formula, charge and spin: 0.0000 eV
* maximum force: 3.05 eV/A
* charge: +2

=====

Question: Look up the ΔE to the lowest compared entry with this formula, charge and spin of the first one.
Answer: 1.9123 eV

=====

Question: Which value of ΔE to the lowest compared entry with this formula, charge and spin does entry 2 give?
Answer: 2.4585 eV